[1]
Formula: CHN3OS
Source: the OMol25 dataset
Level of theory: the ωB97M-V functional and the def2-TZVPD basis

HOMO energy (spin up / spin down), eV: -8.79 / -8.79
SMILES: S=c1nn[nH]o1
Electronic energy, eV: -18401.5352
Gap between HOMO and LUMO (spin up / spin down), eV: 7.46 / 7.46

```
! RIJCOSX wB97M-V def2-TZVPD def2/J DEFGRID3
* xyz 0 1
S 1.42 1.18 1.90
C 0.63 0.35 0.76
N 0.59 -0.96 0.69
N -0.20 -1.28 -0.62
N -0.66 -0.16 -0.97
O -0.23 0.92 -0.26
H -1.54 -0.05 -1.49
*
```

[2]
Formula: C4H6N4
Source: the OMol25 dataset
Level of theory: the ωB97M-V functional and the def2-TZVPD basis

HOMO energy, eV: -9.16
SMILES: c1nnc([C@@H]2CN2)[nH]1
Electronic energy, eV: -10203.0675
Gap between HOMO and LUMO, eV: 10.01

```
! RIJCOSX wB97M-V def2-TZVPD def2/J DEFGRID3
* xyz 0 1
C -2.41 0.63 0.04
N -2.70 -0.71 0.10
N -1.48 -1.23 -0.21
C -0.59 -0.32 -0.37
C 0.90 -0.67 -0.49
C 1.73 -0.40 0.78
N 1.67 0.61 -0.45
N -1.08 0.92 -0.09
H -3.20 1.34 0.32
H 1.21 -1.51 -1.03
H 1.26 0.06 1.74
H 2.66 -0.95 0.81
H 2.44 0.44 -1.03
H -0.41 1.79 -0.12
*
```

[3]
Formula: C9H16ClIN2O2PV
Source: the OMol25 dataset
Level of theory: the ωB97M-V functional and the def2-TZVPD basis

⟨S²⟩: 2.0737
HOMO energy (spin up / spin down), eV: -16.52 / -16.68
Electronic energy, eV: -72250.9442
Gap between HOMO and LUMO (spin up / spin down), eV: 6.61 / 6.28

```
! RIJCOSX wB97M-V def2-TZVPD def2/J DEFGRID3
* xyz 2 3
C -1.23 0.66 2.34
C -1.34 0.45 0.86
H -2.14 1.15 2.71
H -0.37 1.29 2.59
H -1.12 -0.29 2.89
O -2.31 0.67 0.15
I 1.94 -1.52 -2.05
V 0.41 -0.62 -0.11
P 1.28 1.57 -0.48
C 0.89 2.46 -2.02
C 1.01 2.86 0.79
H 3.45 0.80 0.27
H 3.53 2.48 -0.34
H 3.45 1.10 -1.49
C 3.11 1.48 -0.52
H 1.32 2.47 1.77
H 1.62 3.74 0.54
H 1.48 3.39 -2.07
H -0.18 2.70 -2.05
H -0.05 3.14 0.83
H 1.13 1.83 -2.89
C -0.67 -0.21 -1.74
O -1.36 -0.03 -2.66
Cl 1.52 -1.07 1.72
N -1.77 -2.55 0.98
C -2.29 -3.77 0.82
C -1.83 -4.26 -0.39
C -1.05 -3.24 -0.95
N -0.99 -2.20 -0.09
H -1.95 -1.90 1.74
H -2.94 -4.19 1.57
H -2.01 -5.21 -0.85
H -0.51 -3.19 -1.89
*
```

[4]
Formula: C24H46ClF3N5O3
Source: the OMol25 dataset
Level of theory: the ωB97M-V functional and the def2-TZVPD basis

⟨S²⟩: 2.0082
HOMO energy (spin up / spin down), eV: -10.07 / -10.84
Electronic energy, eV: -59890.9672
Gap between HOMO and LUMO (spin up / spin down), eV: 5.66 / 6.43

```
! RIJCOSX wB97M-V def2-TZVPD def2/J DEFGRID3
* xyz 1 3
F 3.90 5.67 2.65
C 2.81 5.36 2.02
F 2.39 4.20 2.52
F 3.07 5.15 0.73
O 1.91 6.37 2.13
C 0.57 5.88 2.06
C -0.45 7.02 1.78
C -1.50 7.04 2.90
N -2.23 5.75 2.96
C -2.54 5.18 1.78
N -3.48 4.22 1.81
Cl -3.20 2.69 1.13
N -1.95 5.45 0.57
C -1.29 6.77 0.51
H 0.30 5.43 3.03
H 0.46 5.13 1.26
H 0.06 7.98 1.69
H -0.98 7.31 3.83
H -2.24 7.83 2.70
H -3.03 5.78 3.59
H -4.35 4.41 2.28
H -1.31 4.72 0.27
H -0.73 6.95 -0.42
H -2.09 7.52 0.53
C -3.95 -3.36 2.76
C -3.50 -2.47 1.57
C -3.27 -3.34 0.32
C -1.99 -4.17 0.38
C -0.79 -3.28 0.71
C -0.99 -2.45 1.98
N -2.29 -1.70 1.95
O -2.16 -0.70 1.12
C -0.92 -3.37 3.21
C 0.20 -1.50 2.16
C -4.71 -1.56 1.31
H -3.61 -2.95 3.71
H -5.03 -3.43 2.83
H -3.59 -4.39 2.68
H -3.22 -2.70 -0.56
H -4.12 -4.00 0.17
H -2.09 -4.97 1.12
H -1.83 -4.66 -0.58
H 0.10 -3.91 0.82
H -0.59 -2.63 -0.14
H -1.14 -2.81 4.13
H 0.08 -3.79 3.31
H -1.59 -4.22 3.17
H 0.35 -0.85 1.30
H 1.12 -2.08 2.28
H 0.08 -0.88 3.05
H -4.92 -0.93 2.18
H -5.59 -2.17 1.12
H -4.57 -0.92 0.44
C 4.65 -1.78 -2.25
C 3.66 -2.88 -2.70
C 3.81 -3.13 -4.21
C 3.20 -2.02 -5.07
C 1.76 -1.74 -4.66
C 1.61 -1.46 -3.16
N 2.27 -2.50 -2.32
O 1.53 -3.57 -2.36
C 2.19 -0.06 -2.85
C 0.12 -1.32 -2.82
C 4.14 -4.14 -1.96
H 4.25 -1.21 -1.41
H 5.59 -2.20 -1.90
H 4.91 -1.08 -3.05
H 3.32 -4.07 -4.48
H 4.86 -3.25 -4.47
H 3.80 -1.11 -5.00
H 3.23 -2.32 -6.12
H 1.37 -0.90 -5.24
H 1.14 -2.61 -4.94
H 2.17 0.14 -1.78
H 1.60 0.71 -3.35
H 3.21 0.08 -3.20
H -0.45 -2.20 -3.08
H -0.31 -0.48 -3.37
H -0.01 -1.12 -1.75
H 4.06 -4.01 -0.88
H 5.18 -4.34 -2.20
H 3.57 -5.03 -2.24
*
```

[5]
Formula: C15H15F8N2O3PS2
Source: the OMol25 dataset
Level of theory: the ωB97M-V functional and the def2-TZVPD basis

HOMO energy, eV: -9.59
Electronic energy, eV: -77620.2838
Gap between HOMO and LUMO, eV: 8.41

```
! RIJCOSX wB97M-V def2-TZVPD def2/J DEFGRID3
* xyz 0 1
O -1.79 1.77 -4.52
P -0.42 2.21 -4.19
C 0.18 1.89 -2.51
C 0.76 3.00 -1.84
C 1.29 2.92 -0.59
C 1.92 4.13 0.03
F 2.63 3.83 1.14
F 2.78 4.70 -0.88
C 0.90 5.22 0.43
F 0.06 4.68 1.33
F 0.17 5.57 -0.65
C 1.53 6.54 1.05
F 1.02 6.75 2.26
F 1.23 7.59 0.28
F 2.85 6.46 1.15
C 1.22 1.65 0.04
N 1.69 1.33 1.25
S 1.38 -0.22 1.48
N 0.68 -0.59 0.10
C 0.63 0.52 -0.63
C 0.10 0.64 -1.95
C -0.45 -0.52 -2.73
C -0.97 -1.70 -1.92
F -1.70 -2.51 -2.79
H 0.57 1.64 -5.02
H -0.20 3.59 -4.32
H 0.81 3.95 -2.35
H -1.26 -0.19 -3.38
H 0.35 -0.87 -3.39
H -1.62 -1.37 -1.12
H -0.17 -2.32 -1.51
C -1.77 -5.78 2.29
C -0.29 -5.69 2.66
C 0.23 -4.34 2.15
S -1.19 -3.23 2.14
O -1.49 -2.88 0.78
O -1.02 -2.22 3.15
C -2.39 -4.45 2.69
H -2.26 -6.61 2.80
H -1.88 -5.94 1.22
H -0.18 -5.74 3.75
H 0.29 -6.51 2.24
H 1.00 -3.91 2.79
H 0.59 -4.41 1.12
H -3.34 -4.24 2.21
H -2.48 -4.35 3.77
*
```